# 1
Molecular formula: C5H13N3
Method: DFT, ωB97M-V/def2-TZVPD

Last column: natural (NBO) charge in e.
Cartesian coordinates (Å):
C: -0.8015 -2.2391 1.1307  -0.623
C: 0.1772 -1.3038 0.3935  -0.047
N: 0.6624 -0.2370 1.2695  -0.852
C: -0.5667 -0.6940 -0.8128  -0.408
C: 0.2479 0.3626 -1.5606  -0.267
N: -0.2596 1.6967 -1.8356  -0.493
C: -0.0812 2.5770 -0.9282  0.281
N: 0.6747 2.5681 0.2115  -0.862
H: -1.6012 -1.7057 1.5994  0.203
H: -0.3222 -2.8298 1.9127  0.203
H: -1.1024 -3.0345 0.4380  0.212
H: 0.9882 -1.9323 -0.0118  0.187
H: 1.1876 -0.6508 2.0271  0.366
H: -0.1736 0.1963 1.6592  0.358
H: -1.4324 -0.1421 -0.3193  0.190
H: -1.0166 -1.4223 -1.4970  0.218
H: 1.2173 0.3756 -1.0717  0.173
H: 0.4959 -0.1704 -2.5357  0.187
H: -0.5356 3.5318 -1.1854  0.164
H: 1.1072 1.6978 0.4874  0.414
H: 1.1345 3.3559 0.6291  0.395

Summary:
SMILES string: C[C@H](N)CC/N=C\N
HOMO-LUMO gap, eV: 9.7

# 2
Molecular formula: C6H17NO
Method: DFT, ωB97M-V/def2-TZVPD

Last column: natural (NBO) charge in e.
Cartesian coordinates (Å):
C: 0.0183 1.8918 1.1886  -0.641
C: 0.8146 1.6687 -0.1135  -0.217
N: 1.5155 0.3809 -0.0686  -0.652
C: 0.7986 -0.7570 -0.6553  -0.044
C: 1.8021 -1.7525 -1.3056  -0.611
C: 0.0234 -1.5141 0.4266  -0.424
C: -1.4887 -1.5219 0.2191  -0.607
H: -0.7926 1.1824 1.3000  0.199
H: -0.2207 2.9563 1.3918  0.208
H: 0.6275 1.7643 2.0847  0.218
H: 1.5849 2.4215 -0.2350  0.198
H: 0.0708 1.6195 -0.9246  0.176
H: 2.5004 0.3926 -0.2576  0.373
H: 0.1328 -0.4103 -1.4372  0.172
H: 2.3801 -2.3533 -0.6032  0.210
H: 1.1159 -2.3092 -1.9598  0.216
H: 2.5825 -1.2490 -1.8650  0.203
H: 0.3086 -2.5709 0.5169  0.202
H: 0.2887 -1.1734 1.4338  0.222
H: -1.7920 -2.2199 -0.5737  0.206
H: -2.1084 -1.7720 1.0805  0.216
H: -1.8300 -0.5690 -0.1891  0.177
O: -3.0788 2.1030 -0.0442  -0.932
H: -2.8399 1.1900 0.1645  0.464
H: -2.4136 2.6016 0.4257  0.470

Summary:
SMILES string: CCN[C@@H](C)CC.O
HOMO-LUMO gap, eV: 9.6

# 3
Molecular formula: C6H11NS
Method: DFT, ωB97M-V/def2-TZVPD

Last column: natural (NBO) charge in e.
Cartesian coordinates (Å):
C: 1.3826 1.7538 1.4556  -0.609
C: 1.2664 0.3237 0.7211  -0.405
C: -0.0099 0.0573 0.0728  -0.039
C: -1.0494 -0.3712 0.9877  -0.236
S: -0.9789 -1.2637 2.3407  0.047
N: -0.5291 0.9455 -1.0253  -0.564
C: -0.1837 -0.4458 -1.3499  -0.039
C: -1.0656 -1.6371 -1.7792  -0.642
H: 1.2630 2.6167 0.7257  0.215
H: 0.6697 1.9226 2.2662  0.211
H: 2.3810 1.8866 1.7854  0.212
H: 1.4196 -0.5203 1.3277  0.227
H: 1.9940 0.2884 -0.0760  0.204
H: -1.9208 -0.3152 0.4345  0.162
H: -1.6092 1.1516 -0.6209  0.351
H: 0.8256 -0.4923 -1.8603  0.215
H: -2.1315 -1.6001 -1.3140  0.216
H: -0.3858 -2.5803 -1.2131  0.235
H: -1.3379 -1.7201 -2.8788  0.240

Summary:
SMILES string: CC[C@@]1(C=S)N[C@@H]1C
HOMO-LUMO gap, eV: 8.4

Respective E_HOMO values: -8.71 -8.55 -8.80 eV.
Respective ΔE to the lowest compared entry with this formula, charge and spin values: 78.2 103.3 315.5 kJ/mol.
Respective largest force on an atom values: 3.02 2.51 4.19 eV/A.